Run A
A structure of composition C15H24Cl2GaIN2O. Source: OMol25; level of theory: the ωB97M-V functional and the def2-TZVPD basis.

Structure (ORCA input):
```
! RIJCOSX wB97M-V def2-TZVPD def2/J DEFGRID3
* xyz 2 1
Ga 0.13835 -0.38723 -0.36217
C -2.01055 2.46106 1.62403
C -1.25375 3.19245 0.75387
C 0.18437 3.34313 1.31914
C 0.23287 2.67202 2.47341
C -1.14620 2.15837 2.70699
C -1.55660 1.51190 3.94671
C 1.35042 2.51224 3.44660
C 1.19265 4.20423 0.66317
C -1.67872 3.82779 -0.49728
C -3.46759 2.13884 1.53879
H -1.92700 2.32952 4.58979
H -0.73409 1.04233 4.48103
H -2.39710 0.83355 3.81029
H 1.18135 3.10006 4.35139
H 2.29441 2.84114 3.01520
H 1.47204 1.47183 3.75335
H 0.82337 5.23321 0.61507
H 1.37459 3.89802 -0.37048
H 2.13741 4.21186 1.20203
H -2.01286 4.84924 -0.26605
H -2.52497 3.31346 -0.94977
H -0.86281 3.92248 -1.21226
H -4.07280 2.90873 2.02036
H -3.70042 1.18774 2.01572
H -3.79231 2.06783 0.50167
I 5.74861 1.73155 0.94730
C 4.33270 0.46879 0.17739
C 4.51634 -0.75534 -0.43938
N 3.30410 -1.22270 -0.76803
N 2.32687 -0.36581 -0.41572
C 2.95212 0.66149 0.16152
H 5.41420 -1.30785 -0.66318
H 3.08505 -2.06426 -1.27600
H 2.38437 1.49892 0.53852
C 1.04264 -3.58974 -0.00071
O 0.28226 -2.53360 -0.63900
H 1.61189 -4.14261 -0.74656
H 0.36705 -4.26329 0.52136
H 1.70927 -3.11930 0.71679
H -0.44414 -2.92390 -1.15201
Cl -2.85758 -1.51048 -0.24147
C -3.60848 -3.12782 -0.40400
Cl -2.54486 -4.21433 -1.30072
H -4.53680 -3.00255 -0.94726
H -3.76095 -3.52124 0.59296
*
```

Computed properties:
- molecular weight (g mol⁻¹) = 515.90
- frontier orbital gap (Ha) = 0.21349
- LUMO energy (eV) = -8.390

=====

Run B
A structure of composition C15H24Cl2GaIN2O. Source: OMol25; level of theory: the ωB97M-V functional and the def2-TZVPD basis.

Structure (ORCA input):
```
! RIJCOSX wB97M-V def2-TZVPD def2/J DEFGRID3
* xyz 2 1
Ga 5.61522 -5.68599 2.29634
C -5.41974 7.19540 -3.11230
C -4.01458 7.32113 -3.21443
C -3.30824 6.23548 -2.47168
C -4.25977 5.47819 -1.92706
C -5.62758 6.09085 -2.33505
C -6.89641 5.50098 -1.90176
C -4.17282 4.27518 -1.06859
C -1.82145 6.11269 -2.40782
C -3.29965 8.37265 -3.92482
C -6.42206 8.11729 -3.73236
H -6.95878 4.46991 -2.26760
H -7.76582 6.05620 -2.23860
H -6.91134 5.42332 -0.80971
H -3.14566 3.96112 -0.90530
H -4.71840 3.44304 -1.52024
H -4.63743 4.46872 -0.09835
H -1.39120 5.96556 -3.39990
H -1.53735 5.26140 -1.79317
H -1.36507 7.00521 -1.97740
H -2.56131 7.92259 -4.59776
H -2.69684 8.92554 -3.19094
H -3.94546 9.05926 -4.46235
H -6.37935 9.11035 -3.28319
H -7.43396 7.74108 -3.60473
H -6.24849 8.22563 -4.80325
I 1.16182 -1.23584 1.57709
C 2.00166 -3.03518 2.11495
C 1.41248 -4.04776 2.84183
N 2.33035 -5.01621 2.97481
N 3.48906 -4.69721 2.37850
C 3.29729 -3.49109 1.84957
H 0.42463 -4.13835 3.26091
H 2.23819 -5.90597 3.43916
H 4.08541 -2.99370 1.30589
C 7.17527 -9.12580 2.31282
O 7.07501 -7.88500 3.03451
H 7.34651 -9.95852 2.99505
H 7.97555 -9.08706 1.57510
H 6.22711 -9.27358 1.80196
H 7.94233 -7.67023 3.39506
Cl 4.90947 -6.21945 5.27757
C 4.58763 -7.92089 4.89939
Cl 3.75978 -8.06789 3.32905
H 3.94018 -8.33008 5.66476
H 5.53522 -8.43718 4.82113
*
```

Computed properties:
- molecular weight (g mol⁻¹) = 515.90
- frontier orbital gap (Ha) = 0.21488
- LUMO energy (eV) = -7.242

=====

Name the most stable of them. run B.